1.
{"formula": "C27H35BrCaN4P2", "method": "wB97M-V/def2-TZVPD", "symbols": ["Ca", "C", "C", "C", "C", "C", "C", "C", "C", "C", "H", "H", "H", "H", "H", "H", "H", "H", "H", "H", "H", "H", "H", "H", "H", "P", "P", "N", "N", "N", "N", "C", "C", "C", "C", "C", "C", "C", "C", "C", "C", "C", "C", "C", "C", "C", "C", "C", "C", "H", "H", "H", "H", "H", "H", "H", "H", "H", "H", "H", "H", "H", "H", "H", "H", "H", "H", "H", "H", "Br"], "xyz": [[-0.040428, 0.047563, 3.822208], [-2.077773, 1.906809, -4.837702], [-2.148436, 0.702857, -4.279410], [-1.337808, -0.529871, -4.532888], [0.014905, -0.341828, -5.257389], [0.958003, 0.572308, -4.526886], [1.029790, 1.893329, -4.555175], [0.216542, 2.895651, -5.329622], [-1.136033, 2.405166, -5.895082], [1.507382, 0.571551, 5.184322], [-2.789760, 2.671761, -4.466865], [-2.929501, 0.560197, -3.511756], [-1.942361, -1.262791, -5.093925], [-1.139925, -1.008669, -3.556292], [0.484566, -1.343671, -5.338959], [-0.156419, -0.010062, -6.287353], [1.669412, 0.048668, -3.857732], [1.808340, 2.365025, -3.930700], [0.822162, 3.303474, -6.155030], [0.020522, 3.753469, -4.663187], [-1.604798, 3.269248, -6.409543], [-0.964354, 1.654197, -6.674052], [1.062940, 1.344213, 5.798849], [2.386155, 0.907127, 4.677086], [1.685602, -0.334463, 5.748870], [1.718838, -0.508586, 2.020314], [-1.500004, -0.738921, 1.964013], [2.676665, 0.807163, 1.569526], [2.867742, -1.689621, 2.381341], [-2.072759, 0.556498, 1.012733], [-2.833782, -1.659293, 2.395144], [0.869422, -1.073855, 0.511566], [-0.511466, -1.745173, 0.804341], [2.448142, 2.158203, 1.957360], [3.317565, 2.954451, 1.211290], [4.093224, 2.076472, 0.341470], [3.662655, 0.762760, 0.589661], [3.715919, -1.671361, 3.531780], [4.328503, -2.923855, 3.624828], [3.829831, -3.743476, 2.527562], [2.933877, -2.966244, 1.800130], [-2.312081, 1.862429, 1.534009], [-2.821171, 2.641867, 0.495191], [-2.891170, 1.806129, -0.693683], [-2.421101, 0.534906, -0.327694], [-3.898511, -2.003337, 1.560525], [-4.684143, -2.961679, 2.223434], [-4.055037, -3.215744, 3.519068], [-2.920562, -2.407903, 3.598520], [1.533088, -1.742700, -0.034399], [0.718729, -0.167969, -0.086644], [-1.080473, -1.910098, -0.108350], [-0.380259, -2.717577, 1.310786], [1.714148, 2.385900, 2.700636], [3.401143, 4.012488, 1.276669], [4.848608, 2.366000, -0.339912], [3.982245, -0.170589, 0.182789], [3.791193, -0.794173, 4.125354], [5.039894, -3.210398, 4.358582], [4.105973, -4.746016, 2.308864], [2.346727, -3.194370, 0.938334], [-2.094904, 2.076264, 2.559639], [-3.098535, 3.666415, 0.563807], [-3.225722, 2.093520, -1.658723], [-2.308803, -0.354980, -0.918559], [-4.026552, -1.529705, 0.615751], [-5.573397, -3.399092, 1.855645], [-4.401798, -3.880442, 4.267727], [-2.191948, -2.265247, 4.369354], [-2.038690, 0.589662, 5.488424]], "forces_ev_per_a": [[-1.96, 1.16, 3.11], [-0.49, 0.49, 0.31], [-0.54, 0.00, 0.39], [0.36, -0.32, -0.03], [-0.17, -0.51, -0.23], [0.44, -0.65, 0.49], [0.46, 0.71, 0.23], [-0.29, 0.09, -0.01], [0.21, 0.39, -0.49], [1.68, 0.34, 0.71], [0.43, -0.53, -0.19], [0.37, 0.11, -0.40], [0.10, 0.20, 0.13], [-0.05, 0.14, -0.25], [-0.21, 0.51, 0.02], [0.08, -0.13, 0.28], [-0.40, 0.38, -0.38], [-0.38, -0.31, -0.27], [-0.09, -0.12, 0.18], [0.06, -0.24, -0.16], [0.20, -0.46, 0.26], [-0.09, 0.23, 0.19], [0.06, 0.20, 0.29], [1.13, 0.40, 0.22], [0.34, -0.20, 0.47], [0.45, 0.54, -0.31], [-1.13, -0.42, -1.58], [0.32, 1.00, -0.47], [1.00, -1.40, 0.64], [-0.16, 0.73, 0.06], [-0.99, -1.04, 0.06], [-0.19, -0.42, -0.37], [0.31, -0.01, -0.20], [1.57, -0.51, -1.75], [-0.49, -2.23, 0.12], [-1.85, -1.35, 1.62], [0.20, 2.57, 0.15], [-0.15, -2.16, -1.48], [-1.65, 1.18, -1.57], [-0.71, 2.09, 0.25], [1.28, -0.13, 1.43], [-0.41, -0.37, -2.18], [0.75, -2.14, 0.27], [0.93, -1.28, 2.15], [-0.71, 2.01, -0.32], [-0.82, -1.73, 1.87], [2.43, 1.54, 0.51], [1.14, 1.67, -1.70], [-1.53, -0.45, -1.41], [-0.24, 0.07, -0.42], [0.06, -0.06, 0.02], [0.21, -0.25, -0.21], [-0.07, 0.28, -0.18], [-0.10, 0.12, 0.28], [0.03, 0.50, 0.06], [0.53, 0.19, -0.46], [0.15, -0.33, -0.15], [0.01, 0.47, 0.36], [0.37, -0.14, 0.42], [0.10, -0.52, -0.11], [-0.06, -0.23, -0.20], [-0.12, 0.07, 0.38], [-0.11, 0.48, 0.07], [-0.16, 0.16, -0.54], [-0.01, -0.06, -0.08], [-0.07, 0.21, -0.40], [-0.65, -0.29, -0.27], [-0.18, -0.38, 0.50], [0.03, 0.07, 0.28], [-0.56, 0.06, -0.01]], "total_energy_ev": -141583.2109, "orbital_gap_ha": 0.2442}


2.
{"formula": "C22H22AsBBiF4N5O7S", "method": "wB97M-V/def2-TZVPD", "symbols": ["Bi", "O", "As", "O", "O", "C", "C", "C", "C", "C", "C", "S", "O", "O", "O", "H", "H", "H", "H", "H", "N", "C", "N", "C", "N", "C", "C", "N", "C", "C", "N", "H", "H", "H", "H", "H", "F", "B", "F", "F", "F", "C", "C", "C", "C", "C", "C", "C", "O", "C", "C", "C", "H", "H", "H", "H", "H", "H", "H", "H", "H", "H", "H", "H"], "xyz": [[-0.095972, 1.116280, -0.281251], [-4.137747, 0.444982, -0.918415], [-3.090099, 0.941613, 0.452759], [-3.990662, 0.617249, 1.750453], [-1.772685, -0.134089, 0.203281], [-2.715325, 2.729129, -0.264502], [-3.188163, 3.019660, -1.541139], [-2.927544, 4.261146, -2.103459], [-2.206293, 5.217706, -1.404447], [-1.731692, 4.935141, -0.131400], [-1.989387, 3.696982, 0.428757], [-1.279422, 3.277249, 2.004083], [-2.276204, 3.266787, 3.019264], [-0.137840, 4.131074, 2.192822], [-0.853612, 1.830793, 1.664515], [-4.689187, -0.273684, -0.590465], [-3.747044, 2.266787, -2.078173], [-3.277323, 4.474198, -3.104492], [-1.993157, 6.177322, -1.854947], [-1.139830, 5.645169, 0.431386], [1.261624, -1.669846, 2.760335], [0.487570, -1.421989, 1.711052], [0.900368, -0.293654, 1.169664], [1.930299, 0.135879, 1.972178], [2.176922, -0.699322, 2.944201], [2.535046, 1.441862, 1.748085], [3.695683, 1.891521, 2.357114], [4.149895, 3.118329, 2.136208], [3.453640, 3.893628, 1.320598], [2.292671, 3.447585, 0.693977], [1.852503, 2.222129, 0.909407], [1.223076, -2.450014, 3.393191], [-0.342513, -2.015600, 1.367805], [4.268421, 1.255828, 3.020428], [3.828734, 4.894586, 1.152984], [1.738362, 4.063206, 0.002439], [1.132483, 2.898523, -2.020063], [2.179917, 2.022950, -2.463295], [2.443675, 1.154100, -1.325383], [1.714525, 1.232686, -3.500750], [3.314681, 2.738438, -2.764260], [1.357154, -6.042273, 1.131025], [0.747511, -4.944444, 0.306125], [1.537988, -4.096242, -0.455127], [0.998855, -3.076041, -1.235382], [1.938840, -2.251195, -2.063465], [-0.401390, -2.902216, -1.230794], [-1.058667, -1.837285, -1.994396], [-0.630324, -0.720567, -2.215831], [-1.222419, -3.774623, -0.486256], [-2.717973, -3.591233, -0.438726], [-0.635509, -4.772001, 0.272153], [2.440779, -5.947390, 1.176299], [1.121338, -7.016084, 0.697787], [0.959878, -6.039380, 2.147185], [2.614084, -4.232717, -0.456053], [2.832805, -2.827948, -2.297101], [2.259170, -1.363592, -1.519347], [1.494220, -1.892401, -2.987020], [-2.056558, -2.097839, -2.380395], [-2.978295, -2.580539, -0.119049], [-3.163991, -4.299149, 0.256791], [-3.166459, -3.761671, -1.419544], [-1.269432, -5.435489, 0.850576]], "forces_ev_per_a": [[0.63, 0.21, -0.83], [0.48, 0.17, -0.07], [-1.97, -1.03, -0.57], [0.25, 0.29, 0.52], [0.16, 0.27, -0.02], [0.07, -0.29, 0.06], [-0.03, -0.07, 0.00], [0.03, 0.09, -0.04], [-0.02, -0.07, 0.01], [0.01, 0.02, 0.08], [0.04, -0.04, 0.09], [0.37, -0.05, 0.04], [-0.19, -0.09, -0.01], [0.05, -0.08, -0.17], [-0.21, 0.67, 0.55], [-0.11, 0.08, 0.13], [0.01, 0.08, -0.04], [-0.02, 0.00, 0.00], [-0.01, 0.01, -0.02], [-0.02, 0.03, -0.05], [-0.14, -0.09, -0.18], [0.00, -0.08, 0.00], [0.38, 0.02, 0.25], [-0.25, -0.42, -0.08], [0.24, 0.21, 0.11], [0.17, 0.34, 0.02], [-0.09, -0.11, -0.03], [0.13, 0.08, 0.07], [-0.07, -0.08, -0.01], [0.18, 0.02, -0.03], [0.08, 0.07, 0.31], [-0.02, -0.06, 0.03], [-0.02, -0.11, 0.02], [-0.05, -0.03, 0.01], [-0.05, 0.01, -0.04], [-0.01, 0.04, -0.02], [-0.09, 0.06, 0.04], [0.21, -0.16, -0.23], [-0.16, -0.27, -0.17], [0.04, 0.15, 0.13], [-0.16, -0.05, 0.07], [-0.02, -0.03, -0.04], [-0.03, 0.07, 0.00], [-0.01, 0.00, 0.04], [-0.26, -0.04, 0.00], [0.00, 0.15, 0.01], [0.52, -0.20, 0.19], [-0.41, 0.18, -0.25], [0.43, -0.16, 0.13], [-0.06, 0.17, 0.02], [0.01, -0.03, -0.07], [0.04, -0.01, 0.07], [0.00, -0.01, 0.02], [0.02, -0.01, 0.01], [0.01, 0.00, 0.00], [-0.01, -0.02, -0.02], [-0.02, -0.01, -0.01], [0.04, 0.15, 0.02], [-0.04, 0.01, -0.04], [0.01, 0.06, -0.07], [-0.02, -0.01, 0.00], [-0.01, 0.00, 0.01], [-0.04, 0.02, 0.02], [0.00, 0.02, 0.02]], "total_energy_ev": -134020.8244, "orbital_gap_ha": 0.3356}


We obtain LUMO level values of -0.21 -0.79 eV for the records listed above, in that order.